[1]
Computed, not measured: a structure of composition C11H14FeN2O2, with ωB97M-V/def2-TZVPD.

The geometry in ORCA input format:
```
! wB97M-V def2-TZVPD RIJCOSX def2/J DEFGRID3
* xyz -1 6
C -2.1578 -1.8163 0.6463
O 0.7592 2.7864 0.2737
H 1.1161 -2.3962 1.2546
N -0.8325 -1.0087 -1.5870
H -3.1099 -1.9527 0.1557
C -1.8997 1.4422 0.6276
Fe -0.9954 -0.2484 -0.1880
C -1.8942 -1.0251 1.8139
O 1.8074 -1.5628 -0.9234
H -2.7456 1.1682 1.3016
C -0.5050 -1.1167 2.1154
H -1.7190 1.7204 -1.5043
H 3.4598 2.3859 -0.0555
C 1.9045 -0.3684 -0.7008
H -0.0014 -0.6499 2.9605
H -0.7443 -3.1102 -0.5672
C 1.3704 1.8120 -0.1480
H -1.1896 -0.7243 -2.5326
H 3.5195 0.2462 -1.9817
H 2.7720 2.4234 -1.6964
H -3.0220 0.6031 -1.0732
C -0.9044 -2.4371 0.2628
C 0.1055 -1.9973 1.1755
C 2.7961 1.8752 -0.7505
C -2.1342 1.1283 -0.6901
C 3.1862 0.4534 -0.9687
H 3.9295 0.1133 -0.2422
H -2.6358 -0.4754 2.3893
N 0.9128 0.4819 -0.1589
H -1.1481 2.2498 0.7917
*
```

Summary:
E: -53092.3318 eV
Expectation value of S²: 8.8037
LUMO level (alpha / beta): 3.56 / 3.17 eV
Relative energy (zero: lowest compared OMol25 entry of this formula, charge and spin): 29.6 kcal per mole

[2]
Computed, not measured: a cluster of 2 separate species, C11H14N2 in total, with ωB97M-V/def2-TZVPD.

The geometry in ORCA input format:
```
! wB97M-V def2-TZVPD RIJCOSX def2/J DEFGRID3
* xyz -1 2
C 1.6466 2.4056 0.9381
H 1.3205 3.0086 -3.5774
C -0.6775 -2.8710 0.5102
H 1.1614 3.1884 1.5557
C -0.2431 2.3576 -0.7908
N -0.2386 2.7609 -2.0743
C -0.7711 -0.1964 1.4495
C -1.7913 -2.0935 0.3028
H 1.2504 -0.3503 1.8666
H -0.7931 0.8603 1.7245
C -0.4995 -4.0722 -0.3852
C 0.4279 -0.9251 1.4641
H -1.0024 2.5465 -0.0621
H 1.5315 1.4244 1.4035
H -0.0707 -4.9667 0.0654
C -1.9073 -0.7670 0.8161
H -1.4510 -4.3151 -0.9035
H 1.2795 -2.9721 1.3152
H -2.5856 -2.3845 -0.4024
H -1.0265 3.1789 -2.5404
H 2.6624 2.7480 0.8601
H 0.2334 -3.6508 -1.1213
C 1.0671 2.9137 -2.5183
N 1.8925 2.5979 -1.5250
C 1.0847 2.3056 -0.4293
H -2.9057 -0.3794 0.8454
C 0.4056 -2.3522 1.2126
*
```

Summary:
E: -14611.8589 eV
Expectation value of S²: 0.7507
LUMO level (alpha / beta): 3.44 / 3.36 eV
Relative energy (zero: lowest compared OMol25 entry of this formula, charge and spin): 26.7 kcal per mole

[3]
Computed, not measured: the molecule C11H14N2O, with ωB97M-V/def2-TZVPD.

The geometry in ORCA input format:
```
! wB97M-V def2-TZVPD RIJCOSX def2/J DEFGRID3
* xyz 0 1
H 0.9760 0.3484 1.9665
C 0.2213 0.3304 -1.0059
C 0.8612 1.1981 -2.9546
H 2.0231 -0.6482 -3.4333
H -0.6259 0.9219 2.3450
C 1.5150 0.0070 -2.7957
N 1.1039 -0.5647 -1.5481
H 0.8526 2.5299 0.3991
H -0.4549 2.3521 -1.6250
C -0.5291 -3.5214 1.0793
H 0.5597 -2.0673 2.1244
O -2.0039 0.8195 0.1338
C -0.5097 0.0970 0.3511
C -0.7401 -1.3906 0.5708
H 1.0240 2.1409 -3.3999
C 0.0722 1.4070 -1.8237
H 1.4356 -1.3324 -0.9790
C -1.5691 -3.4185 0.2030
C 0.3287 2.3782 1.3507
H -1.9483 -4.2762 -0.2911
C 0.0433 0.8205 1.5656
N -1.6132 -2.1210 -0.1991
C -0.0475 -2.2586 1.3398
H 0.8972 2.7412 2.2863
H -0.5296 2.9911 1.1758
H -2.1998 -1.7178 -0.9978
H -1.8257 1.7497 -0.1369
H -0.1369 -4.4435 1.4468
*
```

Summary:
E: -16659.3060 eV
LUMO level: 0.82 eV
Relative energy (zero: lowest compared OMol25 entry of this formula, charge and spin): 83.2 kcal per mole

[4]
Computed, not measured: a cluster of 2 separate species, C11H14N2O in total, with ωB97M-V/def2-TZVPD.

The geometry in ORCA input format:
```
! wB97M-V def2-TZVPD RIJCOSX def2/J DEFGRID3
* xyz 0 1
C -1.3752 -1.7500 -3.1507
H 0.4741 -1.1813 2.2385
H 2.5407 0.4426 -1.7345
H 0.8607 2.9029 3.0313
C 1.4552 1.3598 0.0937
C 2.0647 1.3908 -1.2825
H -0.0074 1.5373 4.1595
C -1.9063 -0.4736 -0.8259
H -0.3065 -2.3789 -3.1837
O -0.1177 0.7119 3.6453
H 1.8884 3.3411 0.5869
C -1.6879 -1.5806 -1.6891
H 1.3190 1.4802 -1.9632
H 1.3751 -0.7903 -0.3254
C -1.6969 -2.4293 0.3245
H -2.4498 0.4185 -0.9444
C 0.7923 -0.2847 1.7824
C 0.6605 0.8649 2.5538
H -1.8092 -0.4750 1.2476
C 1.5178 2.3906 1.0097
H 2.7461 2.2858 -1.4896
C 1.0134 2.1997 2.2536
H -1.2123 -0.8724 -3.8394
H -2.2073 -2.2373 -3.6204
N -1.9074 -1.0576 0.4585
N -1.4749 -2.7504 -1.0038
C 1.3025 0.0102 0.4880
H -1.8520 -3.0748 1.1793
*
```

Summary:
E: -16659.3563 eV
LUMO level: 0.68 eV
Relative energy (zero: lowest compared OMol25 entry of this formula, charge and spin): 82.0 kcal per mole

Question: Which of these has the lowest relative energy (zero: lowest compared OMol25 entry of this formula, charge and spin)?
Answer: C11H14N2

Question: Which value of relative energy (zero: lowest compared OMol25 entry of this formula, charge and spin) does entry 3 give?
Answer: 83.2 kcal per mole

Question: Among the records above, which one has the lowest E?
Answer: C11H14FeN2O2